Below is a single C8H11Br molecule at a distorted geometry, with properties calculated with ωB97M-V/def2-TZVPD.

Geometry as ORCA input:
```
! RIJCOSX wB97M-V def2-TZVPD def2/J DEFGRID3
* xyz 0 1
C -0.067 0.069 -1.616
C 0.388 0.583 -2.600
C 0.104 -1.199 0.790
C -1.015 -0.146 0.985
C -0.869 -0.833 -0.289
C 1.171 1.269 -3.545
C 0.235 -2.473 1.604
C -0.774 1.286 1.409
Br -2.128 -2.156 -0.806
H 1.050 -0.645 0.517
H -1.861 -0.550 1.605
H 1.281 0.671 -4.457
H 2.122 1.221 -3.189
H 0.918 2.296 -3.860
H 0.681 -2.030 2.492
H 0.894 -3.266 1.328
H -0.646 -2.885 1.892
H -1.590 1.969 1.122
H 0.095 1.703 0.750
H -0.661 1.378 2.429
*
```

Values from the calculation:
Kohn-Sham gap = 10.4 eV
HOMO = -0.34750 Eh
Energy relative to the best compared isomer or geometry (same formula, charge and spin) = 3.198 eV
Electronic energy = -78512.295 eV
E_LUMO = 0.03292 hartree
Structure (SMILES) = CC#CC1(Br)[C@H](C)[C@H]1C

Below is a molecular structure, C8H11Br2N2 at a distorted geometry, with properties calculated with ωB97M-V/def2-TZVPD.

Geometry as ORCA input:
```
! RIJCOSX wB97M-V def2-TZVPD def2/J DEFGRID3
* xyz 1 1
C 0.097 1.453 -1.423
C -0.668 0.896 -2.357
C 0.168 0.808 -0.152
C -1.341 -0.392 -2.299
C -1.746 -0.534 -0.828
C -0.674 -0.757 1.299
C 1.018 0.197 1.911
C 2.219 -0.616 1.865
N -0.655 -0.177 -0.006
N 0.907 1.219 0.857
Br 0.698 0.974 3.767
Br 2.342 -1.618 0.176
H 0.711 2.252 -1.649
H -0.506 1.240 -3.367
H -2.446 -0.490 -2.763
H -0.694 -1.216 -2.636
H -2.643 0.150 -0.593
H -2.071 -1.600 -0.478
H -0.470 -1.767 1.301
H -1.278 -0.336 2.148
H 2.281 -1.491 2.641
H 3.111 -0.048 1.887
H 1.641 1.852 0.700
*
```

Values from the calculation:
Kohn-Sham gap = 9.5 eV
HOMO = -0.50405 Eh
Electronic energy = -151530.711 eV
E_LUMO = -0.15410 hartree